Below is an isolated molecule of C4H4O2S in a non-equilibrium geometry, with properties calculated with ωB97M-V with the def2-TZVPD basis set.

The HOMO energy is -9.68 eV. The SMILES is C=COC(=S)C=O. Its energy above the lowest of the compared OMol25 structures with the same formula, charge and spin is 68.4 kcal per mole.

```
! wB97M-V def2-TZVPD RIJCOSX def2/J DEFGRID3
* xyz 0 1
S -1.08874 2.06774 -0.01438
O -2.57381 -1.52841 -0.09513
O -0.03916 -0.44665 -0.39992
C 1.25057 0.16828 -0.39445
C -2.44810 -0.29339 0.04594
C -1.08860 0.39982 -0.12091
C 2.38070 -0.37149 0.24436
H -3.35019 0.29657 0.54313
H 3.44193 -0.12563 0.13327
H 1.27798 0.99525 -1.02792
H 2.23742 -1.16208 1.08601
*
```

---

Below is a structure of composition C15H48BFeO15S2 in a non-equilibrium geometry, with properties calculated with ωB97M-V with the def2-TZVPD basis set.

The HOMO energy (spin up / spin down) is -2.65 / -2.63 eV.

```
! wB97M-V def2-TZVPD RIJCOSX def2/J DEFGRID3
* xyz -2 6
Fe 13.24832 -26.39785 -19.34534
S 13.61868 -29.67838 -19.44634
S 15.17856 -25.14159 -20.75707
O 14.55098 -26.48848 -20.87272
O 12.53939 -30.53275 -19.94351
O 14.85698 -29.80436 -20.20905
O 14.36824 -24.81453 -19.53567
O 16.60955 -25.24484 -20.56179
O 7.51952 -26.21783 -17.72654
O 12.24986 -23.52623 -15.52897
O 12.42564 -24.00264 -22.95246
O 14.80220 -24.21134 -21.80956
O 11.79711 -30.61250 -16.52205
O 13.97247 -29.97508 -18.03986
O 8.45896 -22.72476 -17.97038
O 13.12512 -28.26264 -19.46042
O 11.99727 -25.84014 -20.95543
O 14.73646 -27.09613 -17.89304
C 8.72828 -23.32074 -20.23289
C 15.32747 -26.22279 -16.93020
C 11.39089 -23.67797 -14.41142
C 9.81348 -26.27890 -21.74503
C 8.15558 -26.67884 -16.56485
C 7.72182 -22.96871 -19.16752
C 12.02321 -21.75601 -23.71799
C 11.35276 -25.12043 -13.91772
C 11.73426 -22.80614 -22.63598
C 11.86086 -27.43248 -22.68305
C 6.84702 -21.77256 -19.41313
C 11.16470 -26.91748 -21.44658
C 10.03802 -23.05781 -14.77563
C 12.19742 -22.32258 -21.25283
C 11.02960 -29.50657 -16.93988
B 11.81797 -25.66443 -17.94817
H 16.30646 -25.87026 -17.27176
H 10.91618 -25.40253 -17.26440
H 13.27351 -22.15802 -21.24317
H 13.08253 -21.50523 -23.81393
H 11.54032 -20.80023 -23.49479
H 15.61483 -26.83929 -16.06896
H 14.65729 -25.41333 -16.66529
H 12.62767 -30.58469 -17.05665
H 11.93492 -23.02000 -20.45799
H 9.95191 -25.43496 -22.43020
H 7.96018 -26.63362 -18.47534
H 11.80077 -23.01012 -13.64414
H 8.27533 -23.76644 -21.12358
H 9.19419 -22.40330 -20.61043
H 15.24910 -27.91521 -17.86376
H 12.07241 -26.60923 -23.37508
H 11.96505 -24.19434 -16.17379
H 11.33614 -28.14858 -23.32065
H 7.61988 -26.34202 -15.67707
H 10.02644 -29.51741 -16.49921
H 10.73021 -25.72984 -14.57931
H 6.32228 -21.44454 -18.51248
H 11.68943 -21.37228 -21.05668
H 12.83859 -27.83371 -22.41246
H 9.52212 -23.95690 -19.84813
H 9.38410 -23.04822 -13.89505
H 10.94328 -29.48420 -18.02831
H 11.08756 -27.71762 -20.71275
H 8.31606 -27.76109 -16.48152
H 8.69526 -23.56134 -17.55769
H 10.65426 -22.97096 -22.65952
H 12.70187 -26.05660 -17.34656
H 9.19200 -26.33175 -16.45068
H 11.99390 -25.13527 -21.63365
H 9.47396 -23.75278 -15.41410
H 12.34575 -25.55714 -13.85602
H 11.68599 -22.15225 -24.67688
H 7.44593 -20.90815 -19.71686
H 9.33741 -25.91956 -20.83618
H 7.08498 -23.84137 -18.96654
H 9.14630 -26.92504 -22.32272
H 11.44400 -28.55543 -16.58121
H 10.07189 -22.12803 -15.33377
H 10.82816 -25.17097 -12.95896
H 6.03836 -21.90613 -20.13492
H 11.59756 -26.56548 -18.60714
H 12.14540 -24.81058 -18.62485
H 13.38579 -23.89733 -22.73127
*
```

---

Below is a structure of composition C27H44ClN3O9S2SiTc in a non-equilibrium geometry, with properties calculated with ωB97M-V with the def2-TZVPD basis set.

The HOMO energy (spin up / spin down) is -13.98 / -13.97 eV. Its energy above the lowest of the compared OMol25 structures with the same formula, charge and spin is 0.0 kcal per mole.

```
! wB97M-V def2-TZVPD RIJCOSX def2/J DEFGRID3
* xyz 2 4
Tc 0.61855 -0.05806 0.31372
Cl 6.64600 3.67440 -2.40606
S 0.47059 2.16676 0.28719
S -0.93395 -5.19087 -4.61259
Si -0.76881 1.87602 2.08309
O -1.42278 1.28029 -4.90395
O -0.81627 0.19325 1.76938
O 4.07631 -1.35665 1.20940
O 0.06931 -5.45402 -5.60346
O 2.30002 -0.74214 0.00130
O 0.03248 2.18453 3.40704
O -0.64106 -5.42137 -3.21318
O -1.16188 -0.66797 -5.83615
O -2.25217 2.41620 2.00985
N -1.05412 0.12870 -4.92689
N 0.09748 -0.59259 -1.60785
N -0.00697 -1.64998 -3.50509
C -4.12900 3.82990 1.61406
C 1.27469 2.02941 5.42508
C 5.66248 0.74323 0.08041
C -2.44867 -6.00852 -5.03819
C 1.99794 3.56686 3.58118
C -0.51274 -0.37416 -3.69137
C -3.01346 -0.83313 1.98346
C 1.40428 2.21335 3.92774
C 0.86886 -3.02169 -1.61734
C 2.20094 1.07420 3.29745
C 0.34781 -1.76714 -2.22838
C 3.75325 1.18435 -1.33307
C -1.43381 -0.72404 3.95231
C 3.63424 -0.56321 0.45930
C -1.28577 -3.42453 -4.69176
C 0.08069 -2.75940 -4.46871
C -0.87789 -2.17391 1.96098
C 4.34655 0.47409 -0.29295
C 5.77433 2.44121 -1.60148
C -1.84322 4.81391 1.95411
C -3.04959 3.72781 3.88286
C 4.46504 2.16845 -1.98936
C -2.82708 3.73600 2.38066
C -1.57720 -0.92715 2.45677
C 6.37736 1.73010 -0.56905
C -2.96289 -5.62511 -6.41947
C -0.44387 0.28094 -2.52828
H -0.99246 -2.28507 0.87232
H 0.78463 -3.46483 -4.03694
H 4.02209 2.73013 -2.80298
H -2.18373 -5.74366 -7.17283
H -1.85790 0.23539 4.26208
H 2.32790 1.23452 2.21779
H 1.87177 -3.24681 -1.99162
H -1.98228 -1.51241 4.46949
H -3.46844 4.68631 4.19740
H 0.49470 -2.39887 -5.39851
H -1.73471 -3.13587 -5.64446
H -0.38841 -0.77661 4.26404
H 2.05493 3.70108 2.49694
H -3.78850 -6.28267 -6.68210
H 0.23750 -3.87821 -1.87298
H -3.15288 -5.81555 -4.22842
H -3.33610 -4.60062 -6.44979
H 6.11231 0.17402 0.88250
H 1.72639 0.10314 3.48378
H -3.58028 -1.66627 2.40143
H 2.26263 2.06195 5.88917
H -0.74926 1.28783 -2.29747
H -1.33892 -3.05260 2.41305
H 0.81429 1.06727 5.65812
H 0.18357 -2.18627 2.25134
H -1.98138 -3.22432 -3.87293
H -3.06988 -0.89202 0.89256
H -4.60910 4.78801 1.82309
H -4.81142 3.03195 1.91369
H -0.89578 4.72033 2.50387
H -3.75387 2.94122 4.16386
H -1.65220 4.76067 0.87691
H 3.00782 3.64965 3.98828
H 2.72916 0.96388 -1.64001
H -2.15409 -7.05955 -4.99057
H 3.20369 1.03320 3.72835
H 0.93550 -2.92909 -0.53610
H -3.94862 3.76075 0.53907
H -2.25162 5.80045 2.17241
H 0.66477 2.82541 5.85338
H -3.47286 0.10011 2.31319
H -2.10672 3.57384 4.41389
H 7.39907 1.95429 -0.28715
H 1.39274 4.36756 4.01015
*
```

---

Below is a structure of composition C3H4FLuO3 in a non-equilibrium geometry, with properties calculated with ωB97M-V with the def2-TZVPD basis set.

The HOMO energy is -6.41 eV.

```
! wB97M-V def2-TZVPD RIJCOSX def2/J DEFGRID3
* xyz 0 1
Lu 4.39509 0.84821 1.83903
F 0.45146 -0.17990 -0.17613
O -3.63126 0.14521 -0.01059
O -2.03748 1.73454 -0.02331
O -3.66697 1.84424 1.44565
C 0.30051 0.70916 1.98008
C 0.34559 0.90231 0.64218
C -3.11864 1.21315 0.35354
H 0.00087 -0.26326 2.37712
H 0.14917 1.59666 2.59878
H 0.79226 1.78180 0.16724
H -4.36323 1.27709 1.79584
*
```

---

Below is a cluster of 2 separate species, CH4NOS in total in a non-equilibrium geometry, with properties calculated with ωB97M-V with the def2-TZVPD basis set.

The HOMO energy is -3.24 eV. Its energy above the lowest of the compared OMol25 structures with the same formula, charge and spin is 15.8 kcal per mole.

```
! wB97M-V def2-TZVPD RIJCOSX def2/J DEFGRID3
* xyz -1 1
S 1.77243 1.79058 0.45929
O -2.20430 -0.88953 -0.75800
N -0.01430 -0.81579 -0.12578
C -1.16819 -0.20421 -0.45779
H -0.07881 -1.77093 -0.48584
H 0.60972 -0.10328 0.34382
H -1.05128 0.89445 -0.42495
H 2.13472 1.09871 1.44926
*
```

---

Below is a cluster of 2 separate species, C14H32BBrClFO8PS in total in a non-equilibrium geometry, with properties calculated with ωB97M-V with the def2-TZVPD basis set.

The HOMO energy is -4.81 eV. Its energy above the lowest of the compared OMol25 structures with the same formula, charge and spin is 0.0 kcal per mole.

```
! wB97M-V def2-TZVPD RIJCOSX def2/J DEFGRID3
* xyz -1 1
Br 1.44472 -2.39943 -1.74205
Cl 2.86431 -2.32270 3.01674
S 2.29573 5.31767 1.98021
P -0.85015 -2.50274 -0.89506
F -1.32680 -2.25757 -2.52788
O 1.94818 -6.56113 -0.54086
O 0.99656 5.25345 2.57217
O 2.63385 4.43141 0.90887
O 0.18848 -6.13225 0.76941
O -0.73619 -0.78763 -0.69470
O 2.59118 6.80829 1.51452
O -0.03147 2.35075 -0.84721
O -3.06363 -1.66698 0.78639
C 3.51155 5.22248 3.24577
C -0.99618 -4.38373 -1.19074
C 1.41544 1.44776 -2.60006
C 0.52389 7.51716 0.36282
C 0.61015 -1.61913 1.51630
C -0.57396 0.15104 -1.72276
C 0.15415 -5.32727 -1.53105
C -3.96738 -3.03241 -1.13764
C 0.53689 1.14713 -1.39295
C -5.13563 -2.04504 -1.32164
C 0.87627 -6.03510 -0.41872
C 1.09352 -2.01656 2.92289
C 2.00471 7.22368 0.25444
C -0.16006 -2.75031 0.85474
B -2.74302 -2.39680 -0.35104
H -4.33673 -3.92351 -0.60198
H -0.37186 -0.30495 -2.69012
H -1.47723 -4.76699 -0.28023
H -1.50141 0.73909 -1.81376
H -3.77975 -2.07010 1.28855
H 0.33157 8.22209 1.17172
H 2.07988 2.29536 -2.42030
H -3.66240 -3.40650 -2.12002
H 0.77720 -5.81528 1.46938
H 3.38770 4.25077 3.71848
H 0.53950 -3.59119 0.76737
H -4.77705 -1.09494 -1.73101
H -5.63059 -1.81820 -0.37304
H 0.60426 2.69558 -0.21058
H 1.49619 -1.37578 0.92483
H 2.20987 6.46136 -0.49780
H -1.74953 -4.49149 -1.97524
H 0.17242 7.94790 -0.57508
H 0.79213 1.65457 -3.47923
H -0.04864 6.61311 0.56098
H 4.49575 5.30779 2.79463
H 3.33215 6.02038 3.96083
H 2.56249 8.11833 -0.01454
H 0.93076 -4.92290 -2.17542
H -5.88505 -2.43677 -2.01564
H -0.01229 -0.73077 1.64043
H -0.26806 -6.17894 -2.09338
H 0.59870 -2.91807 3.28646
H 1.98928 0.54553 -2.83832
H -0.97334 -3.09081 1.50929
H 0.91172 -1.22575 3.65271
H 1.15725 0.65706 -0.63091
*
```